The following is a DFT calculation (ωB97M-V/def2-TZVPD) of a structure of composition C42H104AsF6N2O26P6 at a distorted geometry.

Cartesian coordinates (Å):
1 As -0.6757 0.5645 -1.5289
2 F -0.1721 -0.7698 -2.6469
3 F -0.5550 -0.5556 -0.1168
4 F -1.1019 1.9000 -0.3604
5 F -0.6934 1.6909 -2.8813
6 F -2.4349 0.1425 -1.8523
7 F 1.0123 0.9989 -1.3615
8 C -4.8270 5.0351 -7.7817
9 O -5.5225 5.6243 -8.6118
10 N -3.5980 4.6370 -8.1214
11 C -2.7306 3.8264 -7.3104
12 C -2.9516 4.9620 -9.3366
13 H -5.1604 4.7586 -6.7695
14 H -3.0633 3.6057 -6.2962
15 H -1.7623 4.3254 -7.3516
16 H -2.5800 2.8243 -7.7118
17 H -2.0805 5.5513 -9.0501
18 H -2.5840 4.0811 -9.8630
19 H -3.5413 5.5378 -10.0499
20 C -0.7264 8.6172 -3.3297
21 O -1.4657 9.4736 -3.8214
22 N -1.1188 7.4363 -2.8961
23 C -0.1199 6.3913 -2.7015
24 C -2.5024 6.9220 -2.9011
25 H 0.3595 8.7989 -3.3218
26 H 0.8243 6.7582 -2.2990
27 H -0.0942 6.0152 -3.7242
28 H -0.5284 5.5120 -2.2035
29 H -3.1787 7.7353 -3.1643
30 H -2.5480 6.1867 -3.7044
31 H -2.6766 6.4818 -1.9193
32 C 7.1649 -9.5393 -2.7726
33 C 6.8062 -8.1521 -3.2337
34 O 6.7576 -8.0207 -4.6463
35 P 5.5148 -7.2580 -5.4237
36 O 5.8717 -6.7133 -6.7444
37 O 5.0470 -6.0900 -4.4282
38 C 4.4501 -4.8646 -4.7948
39 C 4.5181 -4.1667 -3.3957
40 O 4.2760 -8.3128 -5.4321
41 C 4.4349 -9.4985 -6.1650
42 C 3.3871 -10.5497 -5.8002
43 H 6.2890 -10.1580 -2.9677
44 H 8.0744 -9.9823 -3.1784
45 H 7.4041 -9.5194 -1.7094
46 H 5.8569 -7.8558 -2.7873
47 H 7.4744 -7.3427 -2.9395
48 H 4.9973 -4.3521 -5.5860
49 H 3.4387 -4.9620 -5.1895
50 H 5.5508 -4.0336 -3.0733
51 H 4.1008 -3.1666 -3.5130
52 H 3.9050 -4.7276 -2.6902
53 H 4.3863 -9.3589 -7.2449
54 H 5.4093 -9.9191 -5.9165
55 H 3.5791 -11.4020 -6.4520
56 H 3.6505 -10.7671 -4.7651
57 H 2.4061 -10.1155 -5.9931
58 C -9.3023 2.5686 -7.2381
59 C -9.3310 1.2359 -6.4501
60 O -8.0861 1.0404 -5.9819
61 P -7.5049 -0.3706 -5.4342
62 O -7.7237 -1.5791 -6.3368
63 O -8.1655 -0.4677 -3.9618
64 C -8.1074 -1.8094 -3.4652
65 C -8.4828 -1.7563 -1.9898
66 O -5.9361 -0.0530 -5.1077
67 C -4.8854 -0.8295 -5.6621
68 C -4.8883 -2.2968 -5.3410
69 H -8.7780 2.3549 -8.1696
70 H -10.2984 2.7968 -7.6174
71 H -8.8850 3.5070 -6.8730
72 H -9.9865 1.3456 -5.5862
73 H -9.6361 0.3586 -7.0204
74 H -8.8050 -2.4402 -4.0163
75 H -7.1320 -2.2774 -3.5976
76 H -8.6819 -2.6942 -1.4714
77 H -7.7405 -1.2093 -1.4087
78 H -9.4229 -1.2054 -1.9597
79 H -4.8422 -0.7616 -6.7492
80 H -3.9421 -0.4151 -5.3065
81 H -4.9440 -2.4814 -4.2682
82 H -5.6757 -2.9475 -5.7212
83 H -3.9163 -2.6868 -5.6432
84 C 1.3212 -6.0179 5.1107
85 C -0.1672 -6.2072 4.8726
86 O -0.8482 -5.5625 5.9508
87 P -2.3550 -5.0607 5.7290
88 O -3.3854 -6.0761 5.3061
89 O -2.7035 -4.1800 7.0947
90 C -3.9148 -4.5142 7.8007
91 C -3.6282 -5.6160 8.7697
92 O -2.0744 -3.8623 4.6531
93 C -3.1197 -3.2503 3.9561
94 C -3.3742 -4.0598 2.6274
95 H 1.6063 -4.9834 4.9196
96 H 1.4299 -6.2010 6.1797
97 H 1.9999 -6.7030 4.6026
98 H -0.5620 -5.7921 3.9453
99 H -0.3987 -7.2708 4.8142
100 H -4.2131 -3.6638 8.4139
101 H -4.6970 -4.7356 7.0746
102 H -3.1498 -5.1169 9.6124
103 H -4.6021 -5.9252 9.1492
104 H -3.0103 -6.4447 8.4239
105 H -4.0440 -3.1776 4.5291
106 H -2.8286 -2.2342 3.6896
107 H -2.4168 -4.2283 2.1344
108 H -3.8249 -5.0483 2.7159
109 H -4.0306 -3.4720 1.9857
110 C 7.5917 -5.5262 2.1287
111 C 6.6947 -4.3142 2.0159
112 O 7.1972 -3.4239 3.0244
113 P 6.4686 -2.0171 3.0524
114 O 6.6048 -1.2396 4.3226
115 O 7.0664 -1.3152 1.6843
116 C 7.6425 -0.0315 1.7430
117 C 6.5055 1.0051 1.7879
118 O 4.9463 -2.3836 2.6395
119 C 4.0206 -1.3982 2.1840
120 C 3.1852 -0.8685 3.3638
121 H 8.6217 -5.1765 2.0590
122 H 7.4643 -6.0325 3.0855
123 H 7.3171 -6.2759 1.3867
124 H 6.7713 -3.8844 1.0171
125 H 5.6557 -4.6349 2.0919
126 H 8.3047 0.0497 2.6050
127 H 8.2321 0.1507 0.8445
128 H 6.9407 2.0039 1.8193
129 H 5.8229 0.9782 0.9385
130 H 5.9025 0.9102 2.6910
131 H 4.4791 -0.5672 1.6480
132 H 3.2910 -1.9375 1.5798
133 H 2.5402 -1.6485 3.7681
134 H 3.6816 -0.2701 4.1278
135 H 2.4508 -0.1470 3.0056
136 C 3.2153 4.9060 2.2138
137 C 3.6408 5.2553 3.6503
138 O 5.0593 5.3288 3.7672
139 P 5.8490 6.7327 3.4098
140 O 5.7622 7.8006 4.4115
141 O 5.1159 7.2298 1.9830
142 C 5.5720 8.3714 1.4140
143 C 4.8905 8.4590 0.0374
144 O 7.3357 6.4109 2.9676
145 C 8.3109 5.8077 3.8911
146 C 9.6666 6.4307 3.7231
147 H 3.4816 3.8874 1.9317
148 H 2.1344 4.9235 2.3531
149 H 3.5452 5.6181 1.4573
150 H 3.1223 6.1907 3.8607
151 H 3.3752 4.5966 4.4771
152 H 5.2650 9.1679 2.0918
153 H 6.6574 8.3669 1.3139
154 H 5.1889 7.7144 -0.7006
155 H 3.8065 8.3480 0.0635
156 H 5.1030 9.4529 -0.3565
157 H 7.9041 5.9885 4.8861
158 H 8.3199 4.7330 3.7090
159 H 9.5509 7.4934 3.9366
160 H 10.3530 5.9627 4.4287
161 H 10.0384 6.2102 2.7225
162 C -5.7443 3.2248 1.2367
163 C -5.5038 2.2188 2.3726
164 O -5.5817 2.9194 3.6330
165 P -5.2844 2.1825 5.0472
166 O -6.2076 1.0572 5.2962
167 O -5.4446 3.3608 6.1154
168 C -6.7670 3.8914 6.3346
169 C -7.1473 4.9392 5.2702
170 O -3.6783 1.9135 5.0804
171 C -3.0853 1.3214 6.2325
172 C -1.8773 2.1528 6.4913
173 H -5.6379 2.7680 0.2528
174 H -6.7069 3.7316 1.3056
175 H -4.9401 3.9549 1.3280
176 H -6.2970 1.4917 2.1983
177 H -4.5306 1.7893 2.1350
178 H -7.5721 3.1689 6.4692
179 H -6.7348 4.3392 7.3278
180 H -8.0735 5.4836 5.4540
181 H -6.2614 5.5693 5.1908
182 H -7.2317 4.4703 4.2899
183 H -3.6968 1.2681 7.1332
184 H -2.8244 0.3182 5.8955
185 H -1.3174 2.4140 5.5933
186 H -2.0909 3.1446 6.8897
187 H -1.2884 1.7513 7.3160

Force components x, y, z for each atom (eV/Å):
As -0.3385 -0.5289 0.1710
F -0.6974 1.1576 1.1360
F -0.3579 1.0075 -1.4801
F 0.0855 -1.4542 -1.3674
F -0.5287 -0.3970 0.4977
F 2.1776 0.5788 0.6926
F -0.3569 -0.3108 0.3486
C -0.8151 0.5107 -1.9164
O -0.1369 -0.1351 1.2484
N 0.0984 -1.2058 1.1435
C 0.3466 -0.4463 0.4309
C 0.4579 0.8375 -1.1993
H 0.1134 0.0491 -0.0571
H -0.1660 0.7123 0.0692
H 0.2078 -0.1955 0.6397
H -0.0600 -0.0432 -0.5187
H 0.2732 0.1758 -0.3582
H -0.0686 -0.2330 0.1093
H -0.2683 -0.0599 0.4509
C -0.9029 1.7070 -1.4634
O 0.3283 -0.3429 0.5529
N -0.3824 -1.0660 1.8023
C -0.8489 -0.4238 -1.3950
C 1.0277 0.9393 -0.5594
H 0.0765 -0.2825 0.3209
H -0.1703 -0.1942 -0.1437
H 1.3761 -0.4619 -0.1465
H 0.0802 0.4564 0.7931
H 0.0224 -0.0616 0.3190
H -0.2632 -0.3314 0.1523
H -0.3374 -0.0167 -0.2192
C 0.1917 0.0100 0.1567
C 0.0570 1.1688 0.5572
O -1.9251 0.5957 -1.8165
P 0.3797 0.6073 -0.0044
O 0.0827 -0.8806 0.5246
O 0.6521 -3.0255 -0.5593
C 0.2020 1.1787 1.4808
C -0.7881 0.8665 -1.7541
O 0.5480 1.5209 0.7530
C 0.3206 -1.5199 -0.8492
C 1.0943 1.1743 0.0164
H 0.2664 -0.3908 0.1462
H -0.1788 0.2037 -0.6476
H -0.5203 0.0842 0.2148
H -0.2377 -0.2025 -0.0437
H 0.4584 -0.3646 0.4256
H 0.4194 -0.0720 0.2106
H -0.1584 -0.3773 0.3778
H -0.0757 -0.3564 0.0137
H -0.1510 0.1089 0.2729
H 0.2540 0.0469 0.0320
H 0.1709 0.6272 -0.0242
H 0.2248 -0.0465 -0.2050
H -0.2055 -0.1195 0.1840
H -0.9573 -0.4436 0.1126
H -0.1326 -0.3783 0.4408
C -0.7219 -1.0316 -1.7331
C -2.2631 1.7748 -0.1332
O 4.6882 -1.9086 1.9417
P 0.4869 -0.9414 -1.4071
O 0.2166 2.6896 1.9048
O 0.5204 -0.0419 -1.4137
C -0.2844 -1.2275 1.1514
C -0.3742 0.6163 -0.0733
O -2.2556 0.1160 -0.1879
C 0.6329 -0.6872 -0.9529
C 0.1120 -0.9214 1.0972
H 0.3874 0.0735 -0.0393
H -0.3008 0.0278 0.2981
H 0.1080 -0.5615 0.8812
H -0.4519 -0.1062 0.0151
H -0.3500 0.3131 -0.4788
H -0.1216 0.1517 -0.0857
H 0.2256 0.3500 -0.0986
H 0.2696 -0.2793 -0.4901
H 0.0043 0.0511 -0.0829
H -0.0355 0.1714 0.2680
H -0.3616 0.4264 -0.1603
H -0.2704 0.2539 0.2931
H 0.2532 0.3018 0.2901
H -0.0559 0.5475 -0.6405
H -0.0065 -0.1134 -0.1346
C -0.3343 0.3915 0.5387
C 0.2171 -0.4356 -1.0298
O -1.3379 0.3238 0.7165
P -0.9693 0.9816 -0.4448
O 1.7562 1.6960 0.9850
O 0.5641 -1.0706 -1.8443
C 0.2804 -0.2717 -0.4493
C -0.4813 0.3039 0.9521
O 0.7113 -1.4418 1.8098
C -1.2784 -0.9012 -2.1443
C 0.0556 0.7294 0.5234
H 0.1166 -0.0695 -0.0328
H 0.3143 0.0512 0.0819
H -0.3658 0.0136 -0.2960
H 0.4109 0.1911 -0.1835
H -0.2470 -0.0754 0.4686
H 0.1056 0.3600 -0.4987
H -0.0030 -0.1157 0.0882
H 0.3875 -0.4009 0.1367
H 0.0574 -0.5666 0.0573
H -0.3043 0.0710 -0.2050
H 0.0153 -0.1080 0.2661
H 0.2495 -0.0972 0.1062
H 0.0260 0.3206 -0.1253
H -0.0792 0.1133 0.6711
H 0.1404 0.0587 -0.1651
C -0.1430 -0.1519 0.0541
C 0.6894 -1.5609 -0.6461
O -1.4679 0.4693 0.0420
P -0.6152 1.7522 0.3343
O 0.2090 -1.0407 -2.0061
O -0.5882 -1.4848 1.1800
C -0.9408 1.3654 0.0145
C 0.5885 0.4476 0.3928
O 1.8636 -0.0528 0.1018
C -1.4613 0.5141 1.2991
C -0.6072 0.6397 -0.4103
H 0.0715 -0.4068 -0.2412
H -0.0083 0.2409 0.1827
H 0.3233 0.1325 -0.3040
H 0.2550 0.3448 0.0619
H -0.0697 0.4958 0.7466
H -0.0930 0.1005 0.0923
H 0.0048 -0.4263 -0.0797
H 0.0162 0.1472 -0.0425
H 0.2811 -0.2538 -0.1904
H 0.1157 -0.1567 0.1139
H 0.1488 -0.4321 -0.1308
H 0.4076 0.1181 -0.4726
H 0.4690 -0.1776 0.3668
H 0.5575 -0.6417 0.1240
H -0.0683 0.0474 -0.6190
C -0.5957 -0.8659 1.3824
C -0.2090 0.4171 -0.8325
O 2.4352 2.2355 -0.7132
P -2.0674 0.2173 -1.1260
O 0.0367 -0.4214 0.2409
O 0.6935 -4.2742 3.2271
C -0.2971 1.6111 -1.5136
C 0.1377 0.7545 0.0097
O -0.0196 -0.8474 -0.1350
C -1.0693 -0.0213 0.2581
C -0.4579 -0.1686 -0.1084
H 0.1494 0.0584 -0.0336
H -0.2904 -0.0216 -0.7754
H -0.0738 -0.0230 0.3890
H 0.5065 0.4347 0.3123
H -0.3787 -0.4815 -0.5847
H 0.1949 0.6453 -0.3884
H 0.1417 0.1218 -0.0961
H 0.5644 -0.0739 0.2813
H -0.0576 0.1631 0.5570
H -0.0292 0.0054 -0.2884
H 0.2544 -0.0972 0.1879
H -0.0699 0.0382 -0.1015
H 0.4525 0.0208 -0.2356
H -0.0106 0.1297 0.1149
H 0.0518 0.4093 -0.0414
C 0.7283 0.5270 0.6929
C -0.6961 0.4798 -1.8658
O 0.9841 -0.8521 0.6343
P -0.0615 -0.2851 -0.6035
O 0.8792 0.2800 -0.0690
O -0.3693 -0.2222 -0.6128
C -1.0122 0.9780 0.4949
C 0.9760 -0.7594 -0.1384
O -2.9987 0.7989 -0.5927
C 0.7483 -0.2837 -0.3779
C 0.8137 1.0663 0.9786
H -0.0829 -0.2464 0.1493
H -0.0073 -0.0782 0.0731
H -0.1459 0.3475 -0.2242
H 0.1051 -0.4367 1.0568
H 0.0858 -0.2060 0.7938
H 0.4514 -0.7567 -0.5312
H 0.3649 0.3287 -0.0777
H 0.2240 0.0223 0.3865
H -0.3227 0.5658 -0.0110
H -0.1505 -0.1030 0.1112
H -0.4741 0.0574 -0.2969
H 0.0933 -0.1517 0.4294
H 0.2569 -0.7666 0.0010
H -0.8004 0.1138 -0.0137
H 0.4576 -0.4669 -0.4183

The largest force on an atom is 5.42 eV/Å. The calculation puts the highest occupied orbital energy at -7.57 eV. As for the frontier orbital gap: 9.2 eV. As for the charge: -1. The spin multiplicity is 1.